Formula: C72H135N3O42
Source: OMol25
Level of theory: the ωB97M-V functional and the def2-TZVPD basis

XYZ file:
```
252
Properties=species:S:1:pos:R:3:forces:R:3
O 1.3755 -4.1217 -6.0056 0.079 -0.416 0.229
O -0.6189 -6.1966 2.6014 0.290 0.228 0.844
O 0.6307 -6.8095 -1.2153 0.013 -0.069 0.763
O -2.0797 6.2535 2.2265 -0.119 0.656 -0.553
O 0.3872 -2.3047 5.1307 -0.345 -0.249 0.552
O -1.6998 -4.1930 2.8707 0.209 -0.841 -0.356
O 0.5327 -1.8908 7.3290 0.560 -0.491 -0.662
O -6.6800 3.3440 -1.1987 0.427 0.058 0.980
O 7.3285 2.4594 5.9516 -0.200 0.650 -0.317
O 0.3372 0.9728 0.2455 -1.670 0.088 0.330
O 4.0093 -5.6032 -1.2239 -0.301 -0.605 -0.436
O 0.8427 -6.8905 -3.4698 0.303 -0.335 0.927
O -8.7597 1.5079 2.1288 0.401 -0.905 -0.749
O -0.3494 7.6335 2.7107 -0.840 -0.158 -0.522
O 1.7551 2.3744 3.4602 0.331 0.596 0.195
O 2.3123 -1.5677 6.0312 -0.307 0.006 -0.086
O -6.3305 4.4847 0.7564 1.139 -0.607 -0.378
O 5.3952 -0.1355 -2.9031 -0.456 -0.134 -0.441
O 3.2917 -4.4828 0.4786 0.262 -0.310 -1.069
O -1.9338 8.2855 1.2454 0.866 -0.700 1.213
O -3.4352 1.0133 -5.1243 -0.295 0.029 0.866
O 7.5643 0.4808 -3.1257 0.406 -0.402 0.022
O 5.7549 -0.5231 2.9611 0.228 0.228 -0.600
O -4.9831 2.8868 0.2978 -0.499 0.575 -0.693
O 3.5636 -3.7406 -5.7248 -0.213 0.877 0.297
O 1.4960 6.5994 -1.7058 0.352 0.658 0.781
O -1.4850 -0.1867 0.6596 0.571 0.916 -0.452
O -1.1508 -2.9803 -2.6446 -0.682 -0.083 -0.454
O -2.3182 -5.8649 1.4146 0.676 -0.647 0.907
O 2.6899 3.0527 5.4062 0.698 1.185 -0.204
O -8.7537 0.2584 0.2100 0.476 0.154 1.199
O 3.0491 -3.6109 -1.6332 -0.159 0.193 0.336
O 0.5656 -1.1640 0.8304 -0.477 -0.327 0.043
O 2.4263 0.7566 -6.3411 -0.962 0.462 0.936
O 1.5815 -8.4671 -1.9925 0.274 -0.062 -0.046
O -7.1644 -0.0348 1.6141 0.599 0.178 0.607
O 5.8462 1.9345 -3.0988 -0.294 0.459 -0.647
O 3.0220 4.2774 3.6884 -0.320 -0.979 -0.065
O 2.9493 -5.7331 -6.3463 -0.593 -0.323 -0.014
O 7.4022 -0.5131 1.5603 -1.048 -0.335 -0.359
O -7.5823 -5.1576 2.3168 -0.033 0.270 0.280
O 5.3267 0.1105 0.7903 0.997 -0.482 1.184
N -7.1079 -3.3983 -1.8797 0.135 -0.251 -0.644
N -3.5890 -0.5876 5.1603 -0.413 -0.676 0.716
N 4.1928 5.8737 -1.2235 0.461 -1.050 0.875
C -0.7828 -1.2428 -4.2403 -0.936 0.324 -1.080
C 2.4058 3.1633 4.1154 0.417 -0.059 0.261
C -2.3934 3.1601 -4.9383 0.477 -0.180 -1.637
C -1.9644 0.1214 3.9143 1.108 0.617 -0.591
C -0.5395 5.8698 -0.9418 -1.138 0.888 1.779
C 7.1377 3.0701 3.7134 -0.197 0.774 -1.013
C -7.5129 5.1967 0.5450 -1.070 0.071 0.152
C -8.2759 0.6585 1.4015 -0.090 0.415 -0.006
C -3.2555 -5.0393 0.8040 0.211 1.404 -0.994
C -1.3807 7.3987 2.1293 0.462 0.773 -0.444
C -6.8011 -6.0779 3.0783 -0.920 -0.326 0.386
C 6.3904 0.7125 -3.0474 -0.134 1.124 -0.065
C -1.4928 5.3117 3.0869 0.351 -0.634 1.898
C 1.0643 5.7044 -2.7001 -0.649 0.030 -0.455
C 3.4099 1.3829 -5.5102 0.614 0.283 -0.733
C 6.7303 3.0091 -3.5325 -0.196 -0.952 0.763
C 1.1573 -1.8963 6.1316 0.500 0.182 1.221
C 0.3250 -5.0911 -6.2275 0.071 -0.089 0.285
C -10.0038 0.8600 -0.1321 0.680 0.371 0.499
C -6.4956 0.2468 2.8905 0.103 0.431 -1.413
C -4.5666 1.7380 -0.4603 -0.240 -0.017 0.511
C -5.3360 -2.2447 -1.1942 0.048 -0.921 -1.404
C -2.1533 -1.4121 0.9612 1.421 -0.465 0.198
C 1.7622 1.1012 0.1396 -0.717 0.181 -0.001
C -4.9032 -3.3704 -2.0177 0.081 0.802 0.789
C 0.9792 -2.1147 3.8656 0.392 0.514 -0.751
C 7.9200 -0.4774 0.1883 -0.979 1.074 1.300
C 0.8286 6.2504 -0.4694 0.346 0.285 -1.254
C 5.7979 5.3289 0.2292 0.453 0.803 0.935
C -3.8127 0.7586 5.0553 1.012 -0.114 -0.688
C 3.4031 -4.4774 -0.8729 0.185 -0.202 0.639
C 4.3189 4.5054 -1.1865 0.065 -0.851 -0.099
C -3.2007 7.9559 0.7128 -0.757 -0.479 0.066
C 2.7000 1.9565 -4.3082 0.250 0.093 0.367
C 3.0911 -2.4116 -5.4425 0.226 0.240 0.445
C 0.1184 -2.4186 -2.4810 1.519 -0.097 1.311
C -2.7715 1.2379 4.2714 -0.766 -0.048 0.233
C 1.9607 -9.2419 -3.0735 0.504 -1.949 -1.043
C 1.0242 -7.3345 -2.3508 -0.724 0.441 -0.209
C -0.8844 -2.1595 7.3111 0.754 0.474 0.095
C 2.2499 1.9032 6.0634 -1.025 -0.872 -0.127
C 5.7248 -1.4971 -2.6320 0.151 0.177 0.129
C 4.1934 -5.7911 -2.6552 0.735 0.311 0.181
C -1.5557 -5.2879 2.3661 -0.548 -0.490 -0.806
C 4.4237 -0.1368 3.3697 0.688 -0.156 -0.324
C -6.7133 -2.2922 -1.2142 0.442 0.852 1.228
C 2.8985 4.4514 2.2685 -0.770 0.258 0.518
C 6.5181 4.2174 4.5152 0.112 -0.164 0.669
C 6.5824 3.6817 5.9719 -0.835 0.283 0.724
C 2.7631 -3.3065 1.0716 -0.619 0.133 0.076
C -0.2468 5.0888 -2.1453 0.279 -1.336 -1.618
C -6.0297 -4.0409 -2.4152 0.727 -0.319 0.066
C -5.8630 -3.8368 3.3342 -0.352 -1.316 -1.026
C 5.0691 6.3648 -0.3089 0.404 0.899 0.232
C 0.0717 -1.0207 -3.0279 0.019 -0.168 0.206
C -1.7993 -2.2774 -3.7266 -0.208 0.413 0.258
C 1.4100 2.4745 -4.9106 -0.403 -0.284 -0.700
C 5.3264 4.1238 -0.2957 -1.031 0.393 -1.213
C -2.6370 1.9129 -5.8614 -0.554 0.863 -0.422
C -2.6574 2.6300 -3.5792 -1.102 -0.731 0.956
C -3.8292 1.6143 -3.8628 1.479 -0.117 -0.550
C 6.0785 -0.2642 1.6851 0.112 -0.069 -0.392
C -6.7474 -4.0582 2.0281 1.861 0.054 0.469
C 8.0445 2.4711 4.7114 0.933 -1.021 1.176
C 0.3488 -5.7919 3.5462 2.075 0.798 0.352
C -2.4505 -0.9895 4.5146 -0.955 0.041 0.253
C 2.6192 -4.6185 -6.0450 0.564 -0.605 -0.192
C -0.1385 -5.6589 -1.3565 0.241 1.531 0.068
C -5.6432 -5.3578 3.7290 0.307 1.355 0.301
C -0.1491 -0.2179 0.5878 0.561 0.122 0.316
C -6.0780 3.5417 -0.1658 0.848 -0.044 0.257
C 1.1658 1.4709 -6.1014 0.336 0.098 0.008
H -4.4365 0.9939 0.3173 0.161 -0.433 -0.186
H 7.7335 3.4306 2.8692 -0.249 0.026 -0.095
H -1.4119 5.7193 4.1073 0.050 0.095 -0.355
H 6.5538 5.4147 1.0013 -0.048 0.159 -0.203
H 3.3313 2.7275 -3.8423 -0.307 -0.224 -0.021
H 6.1450 3.9202 -3.5058 -0.196 -0.033 -0.068
H -1.3784 3.5270 -5.0598 0.197 0.039 -0.005
H -3.1366 6.9963 0.2007 -0.116 0.192 -0.412
H -3.1369 -1.1403 1.3134 -0.185 -0.144 -0.050
H -3.4774 -4.2652 1.5194 -0.998 0.274 0.077
H 7.4984 -1.2825 -0.4174 0.530 -0.056 0.257
H -1.1575 -5.9079 -1.6320 -0.121 0.160 -0.174
H -6.1146 -4.9265 -3.0348 -0.155 0.200 0.222
H -2.6399 2.2749 4.0025 0.056 -0.148 -0.159
H -7.6268 5.4262 -0.5112 -0.218 0.119 0.025
H 6.6687 -1.7865 -3.1135 -0.220 0.146 0.317
H 0.9854 -6.6202 3.8768 -0.666 -0.244 -0.358
H 2.4021 -2.4530 -4.5932 0.034 0.165 -0.184
H 0.3715 -5.0293 -2.0855 -0.605 0.171 -0.140
H -7.4112 -1.6148 -0.7366 -0.002 -0.222 -0.115
H -4.6919 -5.7252 3.3226 -0.168 0.246 0.042
H -4.0936 -5.5955 0.3770 0.163 0.001 0.504
H 5.1426 -5.3020 -2.8886 -0.256 0.207 -0.312
H -0.1035 -5.1318 -0.4038 -0.202 -0.130 0.085
H 1.5912 -10.2550 -2.9014 -0.069 0.026 0.014
H -7.2935 -3.1522 1.7269 -0.052 -0.583 0.007
H 7.1569 5.1004 4.4656 -0.094 0.036 -0.216
H -0.5447 -4.4881 -6.4774 0.059 -0.175 -0.407
H -0.4819 5.0213 2.8017 -0.118 0.015 -0.339
H 1.0704 -5.0782 3.0905 -0.562 -0.275 0.008
H 3.3763 6.3785 -1.5491 -0.071 -0.108 -0.169
H -1.1602 -2.3034 8.3653 -0.034 -0.167 -0.565
H 3.7996 -0.2437 2.4849 -0.441 0.158 0.309
H -6.4113 -6.8865 2.4851 0.000 -0.368 -0.740
H -1.2741 -1.2261 6.9201 -0.910 -0.194 -0.042
H 5.7539 -1.5153 -1.5428 0.127 -0.743 -0.074
H 7.5478 0.4742 -0.1918 0.440 -0.075 -0.509
H 3.6942 3.8952 -1.8140 -0.036 -0.154 -0.076
H -3.1875 2.1477 -6.7876 0.205 0.318 0.230
H 0.3780 0.7442 -5.8818 0.296 -0.103 0.206
H -0.2666 -1.6042 -5.1341 0.299 -0.157 0.269
H 0.2516 -2.4264 3.1199 0.176 -0.185 0.073
H 5.0888 7.4331 -0.1172 0.171 -0.288 0.037
H -10.7240 0.6350 0.6750 -0.099 -0.218 -0.912
H 3.1636 3.5298 1.7481 0.218 0.349 -0.100
H -5.5474 -0.2965 2.8441 -0.470 -0.325 0.267
H -3.8685 -3.6140 -2.2383 -0.287 -0.048 -0.075
H 0.6604 -5.8090 -6.9780 -0.344 0.274 -0.150
H 0.8483 1.9580 -7.0366 0.292 0.115 0.274
H 4.1645 -0.8174 4.1823 -0.159 0.225 -0.126
H -5.3985 1.4842 -1.1079 0.255 -0.335 -0.358
H -2.1374 4.4377 3.1950 -0.045 0.189 -0.621
H -1.0629 -3.0052 6.6362 -0.426 0.190 0.557
H 3.0595 -3.3322 2.1219 0.394 0.191 -0.299
H 2.0616 0.2178 -0.4207 0.838 0.236 0.152
H 2.4729 1.1905 -3.5641 0.231 -0.087 -0.002
H 8.3369 1.4317 4.5238 0.012 0.240 -0.097
H -0.0736 4.0392 -1.8892 0.107 0.020 0.029
H -4.6880 1.2381 5.4742 0.268 -0.103 0.053
H 1.5369 3.4949 -5.2659 0.091 0.063 -0.294
H -1.7633 2.1323 -3.1959 -0.156 -0.324 0.077
H 1.8031 2.0276 -0.4460 0.742 -0.295 0.171
H 8.9866 -0.4573 0.3859 0.029 -0.300 -0.679
H 2.5974 -2.0276 -6.3280 -0.023 0.344 0.090
H -5.6163 -5.5440 4.8055 -0.008 0.221 -0.078
H -4.0764 -1.2104 5.7687 -0.431 -0.066 0.184
H -4.9052 -3.3563 3.1139 -0.158 0.035 -0.039
H 0.9113 -2.9649 -2.9929 -0.099 -0.357 -0.504
H 5.7027 3.1351 -0.0663 -0.275 0.044 -0.197
H -1.1045 0.1106 3.2592 0.015 0.282 0.177
H -3.6104 1.8845 -0.9887 -0.528 0.255 0.201
H -7.4915 -6.5273 3.7948 0.078 0.038 0.080
H 0.9371 7.0896 0.1991 -0.046 0.088 0.318
H -6.0419 -4.4045 1.2287 -0.465 0.750 0.217
H 1.2466 5.3223 -0.0830 0.560 0.054 0.388
H -6.3922 -3.2332 4.0741 -0.070 -0.276 0.060
H -4.7984 2.1195 -3.9766 0.174 -0.085 0.210
H -0.9539 5.2601 -0.1492 -0.609 -0.210 0.096
H 1.6703 -3.3315 1.0768 0.038 0.008 -0.283
H 3.9503 -1.7838 -5.1584 -0.225 -0.435 -0.337
H 7.4757 3.0519 -2.7386 0.496 0.320 -0.588
H -3.9323 7.7956 1.5143 0.066 0.317 -0.125
H 3.8370 2.2088 -6.1152 0.090 -0.149 0.366
H -10.0982 0.4374 -1.1280 -1.123 0.311 0.070
H 1.8183 4.9334 -2.8237 0.167 -0.274 -0.302
H -3.8738 0.7598 -3.1809 -0.240 0.406 0.171
H 0.0889 -5.6513 -5.3181 0.356 0.217 0.032
H 3.5082 5.3205 2.0625 0.203 -0.128 -0.449
H -8.0375 -3.7341 -1.9742 -0.560 0.054 -0.018
H -7.2088 -0.0466 3.6477 0.371 0.026 0.557
H 0.5792 2.5251 -4.1981 0.059 -0.312 -0.119
H 1.8427 4.6808 2.1098 0.101 0.024 -0.494
H -1.0871 5.0686 -2.8315 0.070 0.176 -0.354
H 0.4464 -2.4892 -1.4317 -0.466 0.155 -0.093
H -7.4966 6.0980 1.1582 0.169 -0.116 -0.110
H 3.0862 -2.4249 0.5157 0.047 0.048 0.352
H 4.5006 0.8992 3.7134 -0.387 -0.136 -0.006
H -3.5089 8.7833 0.0639 0.186 -0.343 0.149
H 5.6012 3.5262 6.4618 0.182 -0.476 -0.707
H 3.3693 -5.3596 -3.2302 0.204 -0.221 0.169
H 2.7575 1.8308 7.0281 -0.145 0.060 -0.300
H 5.5097 4.4814 4.2163 -0.072 0.026 -0.059
H -6.2108 1.3079 2.9233 -0.463 -0.225 0.195
H -3.0412 4.0033 -5.1778 -0.250 -0.181 -0.148
H -9.8578 1.9465 -0.1174 -0.244 -0.175 -0.410
H 0.9523 6.2798 -3.6375 -0.018 -0.381 0.351
H 1.9445 -2.6249 3.7956 -0.343 -0.146 -0.025
H 1.5340 -8.8709 -4.0048 0.312 0.011 0.053
H -0.5084 -0.3608 -2.3786 0.360 0.157 0.316
H 6.3971 2.3723 3.3249 -0.086 -0.102 0.149
H -4.6824 -1.4738 -0.8008 -0.324 -0.137 0.067
H -2.1771 -2.9721 -4.4716 0.282 -0.219 -0.184
H 4.9051 -2.0851 -3.0301 -0.060 -0.126 0.198
H 8.9582 3.0938 4.8100 -0.242 -0.245 0.007
H 2.4405 1.0478 5.4217 0.180 -0.339 0.294
H 1.1799 -1.0515 3.7559 0.037 0.132 -0.257
H -1.7304 1.4025 -6.1923 0.202 0.072 0.307
H 1.1601 1.9790 6.1558 0.121 -0.206 0.420
H 1.0775 -0.6540 -3.2153 -0.019 0.305 -0.030
H -2.1291 -2.0217 4.5640 -0.009 0.217 -0.226
H -1.5600 -1.9403 1.7157 -0.514 0.062 0.109
H -8.3018 4.5329 0.9041 -0.451 0.363 -0.250
H -2.1134 -2.0405 0.0763 -0.514 -0.084 -0.238
H -2.6864 -1.7849 -3.3199 0.007 0.114 0.075
H -2.9154 3.4143 -2.8604 -0.147 -0.151 -0.072
H -1.2383 6.6979 -1.1389 0.525 -0.001 0.123
H -0.0349 -5.2907 4.4291 -0.537 -0.081 -0.025
H 3.0436 -9.3247 -3.1071 0.148 0.237 -0.240
H -2.7331 -4.5247 -0.0114 -0.278 -0.042 -0.221
H 2.2029 1.2201 1.1521 -0.093 -0.237 -0.778
H 7.1045 2.7883 -4.5422 0.145 0.140 0.504
H 4.3650 -6.8509 -2.8773 -0.498 0.204 0.449
H 4.2344 0.6959 -5.2584 -0.529 0.024 -0.171
H -1.2730 -0.3073 -4.5397 -0.162 -0.308 -0.004
H 7.0006 4.4205 6.6676 0.669 -0.061 -0.298
```
Forces are in eV/Å.

Results
- E_LUMO (eV) = 0.2
- HOMO (eV) = -8.185
- E (a.u.) = -6148.69964